Run A
Entry from the OMol25 dataset: an isolated molecule of C4H2F2O (ωB97M-V with the def2-TZVPD basis set).

```
! wB97M-V def2-TZVPD RIJCOSX def2/J DEFGRID3
* xyz 0 1
F 2.25 -1.08 0.03
C 1.12 -0.50 0.06
C 0.73 0.77 -0.05
C -0.66 0.75 -0.03
C -1.04 -0.60 -0.09
F -2.25 -1.03 0.08
O 0.05 -1.36 -0.12
H 1.33 1.70 0.21
H -1.53 1.34 -0.09
*
```

The value obtained for the HOMO energy is -0.314 Ha. As for the HOMO-LUMO gap: 9.43 eV.

---

Run B
Entry from the OMol25 dataset: an isolated molecule of C4H2F2O (ωB97M-V with the def2-TZVPD basis set).

```
! wB97M-V def2-TZVPD RIJCOSX def2/J DEFGRID3
* xyz 0 1
F 0.74 1.85 -1.07
C 0.22 0.79 -0.52
C -0.12 -0.33 -1.19
O -0.47 -1.29 -0.34
C -0.24 -0.73 0.87
F -0.78 -1.38 1.96
C 0.21 0.48 0.86
H 0.23 -0.63 -2.18
H 0.20 1.24 1.62
*
```

The value obtained for the HOMO energy is -0.338 Ha. As for the HOMO-LUMO gap: 10.12 eV.

---

Run C
Entry from the OMol25 dataset: an isolated molecule of C4H2F2O (ωB97M-V with the def2-TZVPD basis set).

```
! wB97M-V def2-TZVPD RIJCOSX def2/J DEFGRID3
* xyz 0 1
F -0.14 0.08 2.30
C -0.13 -0.03 0.97
C -0.91 -0.86 0.21
O -0.59 -0.67 -1.10
C 0.40 0.26 -1.16
C 0.71 0.68 0.09
F 1.62 1.58 0.43
H -1.71 -1.56 0.41
H 0.74 0.53 -2.15
*
```

The value obtained for the HOMO energy is -0.341 Ha. As for the HOMO-LUMO gap: 10.22 eV.

---

run C has the most favorable energy; the next structure is 31.0 kJ/mol above.

---

Run A
Entry from the OMol25 dataset: a cluster of 8 separate species, C44H100N4O8 in total (ωB97M-V with the def2-TZVPD basis set).

```
! wB97M-V def2-TZVPD RIJCOSX def2/J DEFGRID3
* xyz 0 1
C -1.11 -4.57 2.00
C -1.00 -3.59 3.20
C 0.43 -3.01 3.15
C -1.99 -2.44 3.10
C -3.39 -2.81 3.61
C -3.34 -3.47 5.00
C -2.43 -4.67 5.09
C -2.12 -5.00 6.56
C -3.06 -5.90 4.42
N -1.15 -4.32 4.46
O -0.17 -5.32 4.64
H -0.72 -4.05 1.12
H -0.60 -5.52 2.11
H -2.17 -4.74 1.79
H 1.11 -3.85 3.28
H 0.67 -2.61 2.16
H 0.56 -2.20 3.86
H -1.63 -1.67 3.80
H -2.11 -2.10 2.08
H -4.03 -1.92 3.70
H -3.86 -3.44 2.85
H -4.39 -3.77 5.12
H -3.19 -2.66 5.72
H -1.68 -4.12 7.03
H -1.51 -5.90 6.60
H -3.06 -5.22 7.07
H -2.34 -6.72 4.36
H -3.42 -5.66 3.42
H -3.90 -6.24 5.02
H 0.57 -4.85 5.03
C 3.34 4.45 -0.18
C 4.09 3.83 0.98
C 5.60 3.90 0.71
C 3.78 4.62 2.25
C 4.16 3.93 3.56
C 3.68 2.48 3.59
C 4.03 1.68 2.34
C 5.50 1.27 2.29
C 3.16 0.42 2.39
N 3.58 2.47 1.18
O 3.77 1.73 -0.02
H 3.43 5.54 -0.21
H 3.74 4.11 -1.14
H 2.28 4.19 -0.13
H 5.91 4.90 0.39
H 6.18 3.74 1.61
H 5.83 3.17 -0.06
H 4.35 5.55 2.23
H 2.72 4.84 2.31
H 5.25 3.89 3.67
H 3.86 4.46 4.46
H 2.62 2.43 3.84
H 4.14 1.93 4.43
H 6.10 2.02 2.79
H 5.89 1.18 1.28
H 5.64 0.32 2.81
H 3.04 0.09 3.43
H 3.53 -0.43 1.81
H 2.13 0.62 2.08
H 2.99 1.17 -0.21
C -3.56 2.58 0.53
C -3.38 2.41 2.04
C -4.69 1.90 2.66
C -2.34 1.34 2.36
C -0.88 1.75 2.18
C -0.60 3.09 2.87
C -1.61 4.17 2.54
C -1.45 5.29 3.57
C -1.41 4.66 1.11
N -2.97 3.60 2.79
O -3.93 4.63 2.59
H -4.30 1.87 0.14
H -3.94 3.56 0.24
H -2.65 2.34 -0.02
H -5.41 2.72 2.67
H -5.16 1.17 1.99
H -4.56 1.41 3.62
H -2.47 1.06 3.41
H -2.50 0.38 1.85
H -0.23 1.04 2.70
H -0.63 1.80 1.12
H 0.36 3.39 2.42
H -0.28 2.93 3.90
H -0.42 5.66 3.52
H -1.62 4.87 4.56
H -2.12 6.13 3.43
H -1.08 3.86 0.45
H -0.72 5.50 1.11
H -2.34 5.06 0.72
H -4.23 4.82 3.49
C -2.10 2.04 -3.73
C -2.18 1.17 -4.98
C -3.59 0.59 -5.12
C -1.83 2.11 -6.16
C -1.55 1.31 -7.44
C -0.46 0.28 -7.19
C -0.79 -0.69 -6.05
C -1.84 -1.70 -6.53
C 0.50 -1.45 -5.73
N -1.10 0.17 -4.90
O -1.37 -0.66 -3.76
H -2.44 1.59 -2.80
H -1.10 2.43 -3.57
H -2.70 2.94 -3.87
H -3.93 0.21 -4.15
H -4.27 1.41 -5.36
H -3.67 -0.16 -5.89
H -2.73 2.68 -6.38
H -0.97 2.75 -5.95
H -2.50 0.80 -7.66
H -1.31 1.94 -8.30
H 0.48 0.80 -6.93
H -0.23 -0.24 -8.12
H -2.52 -2.04 -5.75
H -1.30 -2.59 -6.87
H -2.41 -1.39 -7.41
H 0.81 -2.18 -6.47
H 0.28 -2.03 -4.82
H 1.31 -0.79 -5.40
H -0.57 -0.57 -3.22
C 0.87 -2.06 -0.82
C 0.57 -0.58 -0.70
O 1.77 0.14 -0.93
H -0.04 -2.67 -0.90
H 1.38 -2.42 0.07
H 1.45 -2.37 -1.70
H 0.19 -0.41 0.32
H -0.25 -0.25 -1.34
H 1.68 0.62 -1.77
C -2.92 -5.51 -2.67
C -1.53 -4.94 -2.79
O -0.80 -5.19 -1.58
H -3.37 -5.33 -1.69
H -2.96 -6.56 -2.92
H -3.62 -4.97 -3.32
H -1.42 -3.93 -3.19
H -1.07 -5.59 -3.56
H 0.12 -4.99 -1.79
C 4.20 -3.42 -1.62
C 4.12 -3.52 -0.10
O 4.89 -4.68 0.31
H 3.66 -2.52 -1.92
H 3.90 -4.29 -2.19
H 5.23 -3.12 -1.85
H 3.09 -3.65 0.23
H 4.56 -2.67 0.41
H 4.38 -5.44 0.01
C 2.83 3.24 -4.19
C 1.75 2.74 -3.24
O 1.58 1.32 -3.35
H 2.39 3.41 -5.18
H 3.59 2.47 -4.31
H 3.31 4.12 -3.77
H 0.82 3.31 -3.35
H 2.11 2.84 -2.22
H 1.43 1.04 -4.26
*
```

The value obtained for the HOMO energy is -0.287 Ha. As for the HOMO-LUMO gap: 8.25 eV.

---

Run B
Entry from the OMol25 dataset: a cluster of 8 separate species, C44H100N4O8 in total (ωB97M-V with the def2-TZVPD basis set).

```
! wB97M-V def2-TZVPD RIJCOSX def2/J DEFGRID3
* xyz 0 1
C 14.73 21.25 13.51
C 15.55 21.61 14.82
C 15.95 23.06 14.69
C 14.59 21.32 16.02
C 15.32 21.26 17.37
C 16.50 20.33 17.48
C 17.48 20.63 16.32
C 18.40 21.84 16.75
C 18.39 19.39 16.27
N 16.76 20.75 15.03
O 17.56 20.63 13.91
H 14.74 20.17 13.41
H 13.71 21.63 13.41
H 15.23 21.52 12.58
H 15.11 23.68 15.02
H 16.73 23.22 15.42
H 16.43 23.36 13.76
H 13.84 22.10 16.13
H 14.07 20.38 15.83
H 15.68 22.24 17.65
H 14.67 21.01 18.22
H 16.12 19.31 17.53
H 16.91 20.64 18.45
H 17.89 22.52 17.43
H 18.71 22.43 15.89
H 19.34 21.61 17.25
H 19.13 19.51 15.48
H 17.83 18.52 15.91
H 18.81 19.03 17.20
H 17.90 21.52 13.78
C 13.77 15.39 8.89
C 13.81 13.85 9.14
C 13.67 13.58 10.67
C 12.62 13.14 8.49
C 12.72 11.68 8.25
C 14.05 11.23 7.71
C 15.34 11.90 8.32
C 15.66 11.18 9.67
C 16.53 11.73 7.30
N 15.07 13.33 8.50
O 16.13 14.13 8.79
H 14.01 15.65 7.86
H 12.82 15.88 9.09
H 14.39 15.85 9.65
H 14.55 13.99 11.17
H 12.79 14.01 11.14
H 13.77 12.53 10.95
H 11.80 13.25 9.20
H 12.37 13.60 7.53
H 12.78 11.21 9.23
H 11.90 11.26 7.67
H 14.08 11.58 6.67
H 14.10 10.15 7.56
H 16.46 10.45 9.57
H 14.92 10.45 9.98
H 15.85 11.87 10.49
H 17.50 12.01 7.72
H 16.34 12.31 6.40
H 16.62 10.66 7.16
H 16.12 14.73 8.04
C 13.82 9.66 15.08
C 15.23 10.05 14.46
C 15.46 9.55 12.96
C 15.36 11.64 14.34
C 15.85 12.39 15.51
C 17.05 11.67 16.07
C 16.86 10.22 16.55
C 18.36 9.80 16.95
C 15.96 10.23 17.89
N 16.30 9.50 15.36
O 16.36 8.09 15.53
H 13.89 8.59 15.30
H 13.69 10.11 16.06
H 12.95 9.96 14.50
H 16.47 9.65 12.57
H 15.33 8.47 12.90
H 14.86 10.05 12.19
H 15.81 11.95 13.40
H 14.35 12.05 14.30
H 16.06 13.45 15.33
H 15.14 12.45 16.34
H 17.37 12.31 16.89
H 17.85 11.60 15.34
H 19.06 9.86 16.12
H 18.34 8.75 17.26
H 18.84 10.43 17.69
H 16.53 10.64 18.73
H 15.69 9.21 18.20
H 15.01 10.74 17.81
H 17.06 7.89 14.89
C 7.15 16.92 11.82
C 8.40 16.01 12.13
C 7.91 14.58 12.55
C 9.32 15.98 10.81
C 10.24 17.13 10.67
C 11.14 17.33 11.90
C 10.31 17.54 13.22
C 11.30 17.32 14.38
C 9.85 19.01 13.39
N 9.23 16.55 13.30
O 8.50 16.69 14.46
H 6.59 16.44 11.02
H 6.53 16.82 12.72
H 7.49 17.91 11.51
H 7.03 14.49 13.19
H 7.62 14.01 11.67
H 8.74 14.03 13.00
H 9.86 15.06 10.61
H 8.68 16.10 9.93
H 10.93 16.98 9.84
H 9.77 18.07 10.40
H 11.80 18.16 11.65
H 11.84 16.50 12.04
H 10.81 17.32 15.35
H 12.13 18.03 14.32
H 11.65 16.29 14.28
H 9.18 19.29 12.57
H 10.68 19.69 13.51
H 9.23 19.06 14.29
H 8.70 15.89 14.94
C 16.96 19.71 10.45
C 16.30 18.33 10.14
O 15.29 18.31 11.05
H 16.32 20.59 10.55
H 17.69 19.93 9.67
H 17.56 19.68 11.35
H 17.09 17.59 10.22
H 15.89 18.34 9.13
H 15.66 18.18 11.93
C 18.51 12.50 12.45
C 17.87 13.77 11.97
O 18.25 14.03 10.59
H 18.23 11.67 11.80
H 18.14 12.16 13.42
H 19.60 12.56 12.41
H 18.13 14.51 12.73
H 16.78 13.79 12.05
H 17.39 14.09 10.17
C 14.03 17.94 17.82
C 12.88 16.84 17.92
O 12.29 16.68 19.21
H 13.89 18.70 18.59
H 13.89 18.38 16.82
H 15.02 17.54 18.03
H 13.23 15.87 17.58
H 12.05 17.18 17.31
H 11.45 16.24 19.07
C 15.02 16.10 13.87
C 15.36 17.49 14.39
O 16.39 17.99 13.56
H 14.85 16.10 12.80
H 14.08 15.80 14.33
H 15.73 15.33 14.18
H 15.71 17.43 15.42
H 14.55 18.21 14.29
H 16.82 18.75 13.95
*
```

The value obtained for the HOMO energy is -0.297 Ha. As for the HOMO-LUMO gap: 8.42 eV.

---

run A has the most favorable energy; the next structure is 389.9 kJ/mol above.